Molecular formula: CHF3O2S
Method: DFT, the ωB97M-V functional and the def2-TZVPD basis

Atoms and positions in Å:
C -1.53329 0.27301 -0.12356
O 2.15127 -0.95254 -1.24798
O 1.92666 -1.00391 1.24266
F -2.08847 -0.16537 1.02502
F -2.33105 0.07716 -1.13038
F -1.27200 1.52074 0.07776
S 1.48384 -0.51743 -0.06973
H 1.66305 0.76835 0.22622

Results
E_tot, eV: -24131.675
HOMO-LUMO gap (spin up / spin down), eV: 8.979 / 8.377
Relative energy (zero: lowest compared OMol25 entry of this formula, charge and spin), eV: 3.856
Highest occupied orbital energy (spin up / spin down), eV: -10.35 / -10.77